(1)
DFT (the ωB97M-V functional and the def2-TZVPD basis) results for C16H23MoN6OP2S as an isolated structure.

Element x y z (Å)
1 Mo 0.08936 -0.54135 0.33527
2 N 1.10532 -4.60760 -0.96447
3 C 0.45522 -3.46148 -0.64024
4 S 0.98159 -2.66866 0.86749
5 N -0.45957 -3.01254 -1.43414
6 N -1.02276 -1.82818 -0.93814
7 C -2.24634 -1.61459 -1.27576
8 C -3.08768 -0.59542 -0.69371
9 C -4.32541 -0.32984 -1.30571
10 C -5.21162 0.55925 -0.74769
11 C -4.89256 1.17125 0.46734
12 C -3.70250 0.89912 1.11088
13 C -2.78902 0.02942 0.52881
14 O -1.61249 -0.18522 1.16639
15 H 1.66355 -5.06896 -0.26859
16 H 0.70948 -5.17382 -1.69753
17 H -2.67689 -2.29685 -2.00554
18 H -4.56432 -0.82803 -2.23758
19 H -6.14478 0.78641 -1.24228
20 H -5.58466 1.87597 0.90826
21 H -3.44934 1.36359 2.05405
22 C 1.54816 0.03285 3.72062
23 P 1.42444 0.71406 2.04626
24 C 0.85914 2.42041 2.27754
25 C 3.14867 0.86664 1.44390
26 C 3.17957 1.10783 -0.07269
27 P 2.27093 -0.20687 -0.97200
28 C 2.12007 0.39707 -2.67032
29 C 3.47359 -1.55810 -1.11954
30 H 2.24197 0.62234 4.32098
31 H 1.89023 -1.00111 3.68261
32 H 0.56625 0.05014 4.19303
33 H 1.46178 2.91700 3.03898
34 H -0.18601 2.42376 2.58672
35 H 0.93234 2.96721 1.33789
36 H 3.67156 -0.05916 1.69724
37 H 3.64523 1.67528 1.98362
38 H 4.20563 1.13931 -0.44374
39 H 2.71300 2.06264 -0.32575
40 H 3.10421 0.67220 -3.05174
41 H 1.45661 1.25710 -2.70801
42 H 1.70475 -0.39156 -3.29805
43 H 4.37157 -1.18815 -1.61630
44 H 3.04717 -2.36816 -1.71212
45 H 3.72945 -1.95766 -0.14026
46 N -0.22109 1.15666 -0.74646
47 C -0.97831 1.99583 -1.11955
48 N -1.65527 2.92733 -1.55243
49 C -2.93017 3.25964 -1.42924
50 N -4.03005 3.59302 -1.33831

## Properties
Highest occupied orbital energy (spin up / spin down) (eV): -11.313 / -11.530
ΔE to the lowest compared entry with this formula, charge and spin (kcal/mol): 0.0
Total charge: +1
LUMO energy (spin up / spin down) (eV): -4.4 / -4.4
2S+1: 3
DFT total energy (a.u.): -2176.22121
⟨S²⟩: 2.0270

=====

(2)
DFT (the ωB97M-V functional and the def2-TZVPD basis) results for a 10-piece molecular cluster, C56H65N7O12 overall at a distorted geometry.

Element x y z (Å)
1 O 3.35183 0.18269 -1.14559
2 N 4.22834 0.72407 -0.48453
3 O 4.25969 0.66386 0.74324
4 C 5.13922 1.68632 -1.10996
5 C 6.10559 2.29249 -0.35325
6 C 7.07959 3.10767 -0.94990
7 C 7.00980 3.37515 -2.29185
8 C 5.93681 2.86988 -3.09357
9 C 5.06684 1.98608 -2.46695
10 H 6.10310 2.24205 0.72629
11 H 7.73688 3.70847 -0.33772
12 H 7.74483 4.03750 -2.72967
13 H 5.75741 3.24160 -4.09016
14 H 4.32350 1.49676 -3.08399
15 O -2.19086 2.07605 5.09711
16 N -1.11756 1.49666 5.05848
17 O -0.88622 0.45074 5.61080
18 C 0.00060 2.06387 4.25013
19 C 1.20957 1.38443 4.12275
20 C 2.17643 1.88888 3.26550
21 C 1.92309 3.03029 2.49984
22 C 0.71691 3.70376 2.65235
23 C -0.23667 3.23056 3.52526
24 H 1.32803 0.57307 4.82745
25 H 3.11716 1.39067 3.07788
26 H 2.66988 3.25210 1.74985
27 H 0.44009 4.53527 2.01812
28 H -1.19313 3.73264 3.56807
29 O 2.46270 -2.50125 1.41145
30 N 1.90004 -2.76023 2.45870
31 O 0.85920 -3.40183 2.48709
32 C 2.45015 -2.08160 3.65746
33 C 3.71991 -1.51458 3.64889
34 C 4.27824 -1.02919 4.79597
35 C 3.50449 -1.01613 5.96937
36 C 2.20312 -1.55239 5.98312
37 C 1.71456 -2.11153 4.83139
38 H 4.28434 -1.51832 2.72565
39 H 5.29467 -0.66388 4.77995
40 H 3.92024 -0.66169 6.90299
41 H 1.57424 -1.51880 6.86058
42 H 0.72686 -2.54314 4.92381
43 O -2.97590 6.32655 -0.91207
44 N -2.05549 6.49937 -1.67234
45 O -1.39913 7.53231 -1.70907
46 C -1.64777 5.41329 -2.55953
47 C -0.53790 5.54250 -3.40359
48 C -0.21127 4.52577 -4.29779
49 C -1.00596 3.37337 -4.28646
50 C -2.04420 3.18170 -3.40442
51 C -2.36805 4.21755 -2.53546
52 H 0.10027 6.39689 -3.22135
53 H 0.58185 4.58975 -5.02725
54 H -0.75816 2.64629 -5.04990
55 H -2.65724 2.30190 -3.53723
56 H -3.20192 4.10618 -1.85486
57 O 0.76329 -4.61334 -1.43678
58 N 1.03752 -5.60787 -2.07223
59 O 1.67618 -6.55970 -1.62857
60 C 0.54355 -5.72317 -3.45016
61 C 0.80670 -6.89057 -4.15699
62 C 0.38596 -7.02012 -5.46106
63 C -0.36401 -6.00770 -6.02951
64 C -0.65743 -4.85468 -5.32728
65 C -0.17106 -4.70054 -4.03627
66 H 1.34654 -7.73466 -3.75309
67 H 0.64129 -7.88597 -6.05451
68 H -0.68865 -6.15231 -7.05192
69 H -1.29256 -4.06797 -5.70863
70 H -0.29289 -3.77337 -3.49184
71 C -2.50919 2.77698 0.91058
72 O -3.26859 3.96284 0.98234
73 C -4.56291 3.71874 1.49915
74 C -5.40019 5.00186 1.43886
75 C -4.73104 6.22151 2.06541
76 N -6.72392 4.81287 1.97790
77 H -2.36593 2.41495 1.93267
78 H -1.53705 2.98872 0.46465
79 H -2.94871 1.99575 0.28195
80 H -5.01313 3.02753 0.77788
81 H -4.58692 3.26591 2.49599
82 H -5.54695 5.18018 0.37000
83 H -4.53486 6.12665 3.13376
84 H -5.22120 7.13261 1.72050
85 H -3.73142 6.35704 1.63858
86 H -6.63004 4.79537 2.99208
87 H -7.16759 5.72062 1.86845
88 C 0.89152 2.89551 -1.03483
89 O 0.36234 1.71797 -0.44855
90 C -0.48053 0.94708 -1.27137
91 C -0.39406 -0.54326 -0.85958
92 C -0.22108 -0.73899 0.66091
93 N 0.76115 -1.13715 -1.52008
94 H 1.45222 3.42295 -0.26459
95 H 0.05028 3.51304 -1.36287
96 H 1.54855 2.70142 -1.88643
97 H -1.50929 1.32446 -1.23517
98 H -0.28918 0.97964 -2.34899
99 H -1.33248 -0.98647 -1.19861
100 H -0.92600 -0.16457 1.27032
101 H 0.78600 -0.43523 0.94620
102 H -0.37924 -1.75815 1.01850
103 H 1.63046 -0.71053 -1.22309
104 H 0.77522 -2.08677 -1.16026
105 C -4.37446 -3.55105 0.16547
106 C -3.07962 -3.82395 -0.28776
107 C -2.82461 -5.05054 -0.89567
108 C -3.81925 -6.01320 -1.01737
109 C -5.12857 -5.66764 -0.73948
110 C -5.38290 -4.45712 -0.08460
111 H -4.60908 -2.59288 0.60918
112 H -2.30615 -3.09852 -0.07407
113 H -1.82632 -5.25075 -1.26134
114 H -3.55613 -6.89444 -1.58817
115 H -5.96101 -6.35791 -0.77911
116 H -6.39663 -4.11266 0.07752
117 C 5.94301 -3.69237 -1.86957
118 C 4.73835 -3.06652 -1.97584
119 C 4.22451 -2.57594 -3.17052
120 C 5.02101 -2.67902 -4.28492
121 C 6.22710 -3.35669 -4.23184
122 C 6.71529 -3.84841 -3.02659
123 H 6.25062 -4.21676 -0.97516
124 H 4.04278 -3.10508 -1.14419
125 H 3.24146 -2.12566 -3.18269
126 H 4.63430 -2.24954 -5.20101
127 H 6.84577 -3.44862 -5.11498
128 H 7.68114 -4.32436 -2.92696
129 C -5.63840 -0.92152 2.67562
130 C -5.38283 -2.06703 3.43053
131 C -4.18427 -2.22504 4.08834
132 C -3.16312 -1.31147 3.88955
133 C -3.34985 -0.18071 3.06585
134 C -4.61722 0.01662 2.52137
135 H -6.56480 -0.86796 2.12087
136 H -6.18598 -2.74723 3.68536
137 H -4.06931 -3.09693 4.71780
138 H -2.21025 -1.50697 4.36266
139 H -2.56588 0.54922 2.92986
140 H -4.86198 0.86707 1.89736

## Properties
SMILES string: O=[N+]([O-])c1ccccc1.O=[N+]([O-])c1ccccc1.O=[N+]([O-])c1ccccc1.O=[N+]([O-])c1ccccc1.O=[N+]([O-])c1ccccc1.COC[C@H](C)N.COC[C@H](C)N.c1ccccc1.c1ccccc1.c1ccccc1
Highest occupied orbital energy (eV): -8.641
Total charge: 0
LUMO energy (eV): -1.0
DFT total energy (a.u.): -3458.51633

=====

(3)
DFT (the ωB97M-V functional and the def2-TZVPD basis) results for the molecule C6H10O at a distorted geometry.

Element x y z (Å)
1 C -1.22063 1.60617 0.97638
2 C -0.53152 0.52268 0.15784
3 C -0.16900 0.64687 -1.12448
4 C 0.60500 -0.53958 -1.65410
5 C 0.76945 -1.47106 -0.41679
6 C 0.03002 -0.80725 0.75472
7 O 0.81644 -0.47101 1.90749
8 H -0.66204 1.94929 1.86135
9 H -2.18292 1.25314 1.35303
10 H -1.42277 2.51866 0.39767
11 H -0.40277 1.50706 -1.75855
12 H 1.57841 -0.26794 -2.08354
13 H 0.00698 -1.03029 -2.43697
14 H 0.24353 -2.40961 -0.62097
15 H 1.81106 -1.71751 -0.14165
16 H -0.72780 -1.50091 1.16042
17 H 1.45856 0.21131 1.66815

## Properties
SMILES string: CC1=CCC[C@H]1O
Highest occupied orbital energy (eV): -9.181
ΔE to the lowest compared entry with this formula, charge and spin (kcal/mol): 5.2
Total charge: 0
LUMO energy (eV): 1.0
DFT total energy (a.u.): -309.83412

=====

(4)
DFT (the ωB97M-V functional and the def2-TZVPD basis) results for the molecule C6H10O.

Element x y z (Å)
1 C -2.36569 -0.13480 0.10567
2 C -1.24707 -0.49613 0.73263
3 C -0.24421 -1.46127 0.17173
4 C 1.19858 -1.01967 0.02813
5 C 1.76348 0.16707 -0.20788
6 C 1.22503 1.56776 -0.39235
7 O -0.03751 1.88618 0.12962
8 H -3.06684 0.56795 0.54853
9 H -2.60069 -0.50868 -0.88897
10 H -1.01715 -0.07984 1.71179
11 H -0.59108 -1.80484 -0.81366
12 H -0.24778 -2.35145 0.81568
13 H 1.89038 -1.86219 0.06666
14 H 2.84684 0.14810 -0.34833
15 H 1.91976 2.25914 0.09842
16 H 1.28057 1.79773 -1.47174
17 H -0.70662 1.32494 -0.28593

## Properties
SMILES string: C=CC/C=C\CO
Highest occupied orbital energy (eV): -9.368
ΔE to the lowest compared entry with this formula, charge and spin (kcal/mol): 32.1
Total charge: 0
LUMO energy (eV): 1.0
DFT total energy (a.u.): -309.79126

=====

(5)
DFT (the ωB97M-V functional and the def2-TZVPD basis) results for a 3-piece molecular cluster, C11H18ClNO3P overall at a distorted geometry.

Element x y z (Å)
1 O -2.70881 -4.80216 1.63732
2 P -1.06754 -4.45883 1.53740
3 Cl -0.92461 -2.39498 1.10328
4 C -0.29002 -4.55524 3.26946
5 C -1.07846 -4.66701 4.53392
6 C -0.28603 -4.68663 5.79481
7 C 1.18238 -4.60724 5.75397
8 N 1.86731 -4.50460 4.54342
9 C 1.17353 -4.48503 3.35010
10 H -2.85248 -5.77176 1.64230
11 H -2.19776 -4.70923 4.51151
12 H -0.82743 -4.75789 6.76865
13 H 1.79582 -4.63336 6.68435
14 H 2.88879 -4.42585 4.52845
15 H 1.75589 -4.37942 2.40116
16 C -0.04757 0.41794 -0.84303
17 C 0.68735 0.55036 -2.15357
18 O 1.11043 -0.42565 -2.73689
19 C 0.87220 1.93848 -2.70449
20 H -0.10562 -0.63703 -0.57044
21 H 0.48989 0.95537 -0.05891
22 H -1.06101 0.81139 -0.94275
23 H 1.45074 2.54324 -2.00233
24 H -0.10058 2.39947 -2.88789
25 H 1.41541 1.88222 -3.64849
26 C -0.92497 6.10389 -5.03647
27 C -0.54519 5.16979 -3.91791
28 O -1.00009 4.04610 -3.85240
29 C 0.42211 5.68653 -2.88372
30 H -1.62506 5.60158 -5.70456
31 H -1.40680 6.99494 -4.62962
32 H -0.03646 6.38338 -5.60580
33 H -0.00055 6.55916 -2.38244
34 H 1.36986 5.94755 -3.35840
35 H 0.60531 4.91055 -2.13999

## Properties
Highest occupied orbital energy (eV): -10.862
ΔE to the lowest compared entry with this formula, charge and spin (kcal/mol): 16.6
Total charge: +1
LUMO energy (eV): -5.1
DFT total energy (a.u.): -1511.70402

=====

(6)
DFT (the ωB97M-V functional and the def2-TZVPD basis) results for C22H25BaNO5PSSi as an isolated structure.

Element x y z (Å)
1 Ba -0.84942 -2.18657 0.07010
2 O 0.96087 -1.71995 -2.36444
3 N 1.46235 -0.95604 -1.33790
4 C 1.66790 0.25123 -1.66571
5 C 2.20765 1.19886 -0.65011
6 C 3.53594 1.59290 -0.76924
7 C 4.10864 2.44602 0.16032
8 C 3.34430 2.91193 1.21899
9 C 2.01062 2.54350 1.33071
10 C 1.41752 1.69963 0.39353
11 P -0.33212 1.14853 0.52375
12 C -1.06370 1.87548 -0.99493
13 C -2.35555 1.45267 -1.31774
14 C -2.98269 1.94393 -2.45371
15 C -2.33220 2.85244 -3.27788
16 C -1.05229 3.28225 -2.95583
17 C -0.42241 2.79902 -1.81786
18 C -1.00985 2.20383 1.83681
19 C -1.08139 3.59144 1.72791
20 C -1.61399 4.34402 2.76141
21 C -2.08753 3.71026 3.90444
22 C -2.03933 2.32878 4.00598
23 C -1.50751 1.57052 2.97056
24 H 1.06806 -2.71114 -2.02562
25 H 1.51170 0.58851 -2.69018
26 H 4.12619 1.20510 -1.59123
27 H 5.14750 2.73513 0.06442
28 H 3.78122 3.57024 1.95941
29 H 1.42378 2.92466 2.15501
30 H -2.87951 0.76217 -0.66136
31 H -3.98373 1.60846 -2.69269
32 H -2.82101 3.22613 -4.16923
33 H -0.54197 3.99678 -3.59052
34 H 0.57597 3.14352 -1.57362
35 H -0.72609 4.08081 0.82769
36 H -1.67253 5.42215 2.67499
37 H -2.51382 4.29870 4.70792
38 H -2.44277 1.82962 4.87732
39 H -1.52907 0.48721 3.01772
40 O -4.61893 -1.97133 1.93676
41 S -3.50591 -1.23976 1.37799
42 O -3.65911 0.21695 1.39562
43 O -3.24332 -1.66906 -0.06386
44 O -2.20648 -1.60558 2.09485
45 C 3.04730 -4.95559 -0.47635
46 Si 1.26081 -4.68984 -1.10566
47 C 0.23908 -5.21429 0.46517
48 C 0.99539 -6.22506 -2.21384
49 H 3.18975 -5.95645 -0.05229
50 H 3.32890 -4.22531 0.28732
51 H 3.75282 -4.84141 -1.30457
52 H 0.51980 -6.22552 0.77866
53 H -0.84345 -5.24597 0.28419
54 H 0.41685 -4.58075 1.34526
55 H 1.26851 -7.14861 -1.69082
56 H 1.59801 -6.16398 -3.12386
57 H -0.04977 -6.31120 -2.52372

## Properties
Highest occupied orbital energy (eV): -4.308
ΔE to the lowest compared entry with this formula, charge and spin (kcal/mol): 0.0
Total charge: -1
LUMO energy (eV): 2.4
DFT total energy (a.u.): -2338.94157

=====

- Among the records above, which one has the lowest total charge?
  C22H25BaNO5PSSi